# 1
A 8-piece molecular cluster, C45H94F5N9O7S3 overall. Source: the OMol25 dataset; level of theory: ωB97M-V with the def2-TZVPD basis set.

Properties
- E (eV) = -121990.997
- ΔE to the lowest compared entry with this formula, charge and spin (kJ/mol) = 0.0
- E_LUMO (eV) = -7.42
- frontier orbital gap (eV) = 7.39

ORCA input file:
```
! wB97M-V def2-TZVPD RIJCOSX def2/J DEFGRID3
* xyz 4 1
C -0.437 0.626 -1.428
F -0.698 -0.674 -1.503
F 0.627 0.965 -2.086
F -1.547 1.228 -1.927
S -0.167 1.127 0.354
O -1.261 0.549 1.113
O 1.126 0.579 0.741
O -0.218 2.592 0.335
C 2.699 -2.289 3.147
C 3.404 -0.960 2.998
N 2.871 0.054 3.934
C 1.740 0.804 3.825
C 1.650 1.626 4.897
N 2.707 1.281 5.751
C 3.433 0.352 5.107
C 2.955 1.813 7.072
H 1.676 -2.277 2.766
H 2.578 -2.543 4.205
H 3.281 -3.097 2.710
H 3.382 -0.496 2.012
H 4.455 -1.146 3.221
H 1.100 0.634 2.968
H 1.004 2.417 5.238
H 4.265 -0.157 5.570
H 2.502 1.187 7.841
H 2.398 2.748 7.158
H 3.981 2.079 7.311
C -4.688 1.001 -0.444
C -5.113 2.413 -0.081
N -4.528 3.435 -0.924
C -5.125 4.215 -1.880
C -4.158 4.903 -2.566
N -2.946 4.453 -2.058
C -3.205 3.617 -1.069
C -1.630 4.851 -2.529
H -5.515 0.316 -0.247
H -3.921 0.563 0.201
H -4.339 0.870 -1.466
H -4.956 2.691 0.960
H -6.196 2.425 -0.207
H -6.183 4.139 -2.073
H -4.061 5.594 -3.387
H -2.518 3.138 -0.384
H -1.638 5.087 -3.590
H -0.894 4.112 -2.223
H -1.342 5.783 -2.038
C -7.249 1.946 -6.039
C -6.088 1.054 -5.605
C -4.770 1.856 -5.522
N -3.522 1.001 -5.560
C -3.653 -0.249 -4.684
C -2.312 1.821 -5.083
C -1.211 1.530 -6.086
C -2.023 1.463 -7.375
C -3.131 0.495 -6.977
H -7.140 2.359 -7.042
H -7.424 2.723 -5.297
H -8.144 1.328 -6.121
H -6.020 0.104 -6.134
H -6.310 0.744 -4.579
H -4.681 2.398 -4.577
H -4.603 2.626 -6.277
H -4.343 -0.887 -5.226
H -3.877 0.068 -3.670
H -2.701 -0.779 -4.660
H -2.063 1.599 -4.049
H -2.631 2.863 -5.102
H -0.755 0.541 -5.995
H -0.392 2.245 -6.120
H -1.320 1.233 -8.172
H -2.464 2.448 -7.552
H -2.695 -0.484 -6.798
H -3.960 0.487 -7.678
C 2.357 -3.173 -0.960
C 2.031 -4.666 -0.779
C 1.616 -5.319 -2.080
N 1.488 -6.845 -1.943
C 0.126 -7.255 -1.466
C 2.600 -7.524 -1.145
C 2.701 -8.965 -1.708
C 1.926 -8.981 -3.018
C 1.715 -7.501 -3.312
H 2.288 -2.711 0.025
H 1.624 -2.653 -1.579
H 3.324 -2.919 -1.391
H 1.413 -4.821 0.111
H 2.940 -5.156 -0.418
H 2.351 -5.206 -2.875
H 0.664 -4.966 -2.477
H -0.601 -7.203 -2.271
H -0.094 -6.568 -0.649
H 0.082 -8.252 -1.030
H 2.312 -7.481 -0.100
H 3.491 -7.022 -1.512
H 2.317 -9.670 -0.972
H 3.779 -9.087 -1.787
H 0.958 -9.475 -3.114
H 2.467 -9.459 -3.836
H 0.900 -7.208 -3.972
H 2.632 -7.076 -3.723
C 4.469 1.340 0.253
C 4.136 2.540 1.156
C 3.297 3.561 0.363
N 2.788 4.746 1.161
C 2.192 4.365 2.467
C 1.709 5.530 0.323
C 2.217 6.928 0.095
C 3.746 6.796 0.282
C 3.865 5.797 1.403
H 5.099 0.612 0.769
H 5.077 1.597 -0.614
H 3.546 0.848 -0.052
H 5.045 3.056 1.471
H 3.537 2.259 2.023
H 2.410 3.128 -0.102
H 3.774 4.022 -0.505
H 2.932 4.043 3.195
H 1.466 3.565 2.318
H 1.651 5.217 2.876
H 0.783 5.499 0.894
H 1.554 5.004 -0.616
H 1.920 7.686 0.820
H 1.958 7.299 -0.895
H 4.262 7.722 0.524
H 4.194 6.397 -0.630
H 3.765 6.310 2.357
H 4.805 5.249 1.358
C -1.025 -3.415 8.920
C -0.845 -2.594 7.618
C -2.185 -2.138 7.051
N -2.031 -1.399 5.712
C -1.514 -0.037 6.044
C -3.334 -1.288 4.932
C -2.944 -1.261 3.458
C -1.482 -1.724 3.355
C -1.121 -2.189 4.757
H -1.483 -2.867 9.740
H -0.081 -3.828 9.266
H -1.692 -4.225 8.619
H -0.330 -3.220 6.895
H -0.225 -1.736 7.886
H -2.810 -1.519 7.694
H -2.847 -2.966 6.782
H -1.400 0.455 5.076
H -0.601 0.061 6.621
H -2.289 0.517 6.574
H -3.841 -0.381 5.254
H -3.859 -2.191 5.231
H -3.052 -0.308 2.946
H -3.616 -1.967 2.969
H -0.794 -0.908 3.117
H -1.235 -2.390 2.529
H -0.080 -2.053 5.036
H -1.377 -3.235 4.929
N 4.322 -0.693 -4.423
S 3.480 0.251 -3.546
O 3.664 1.663 -3.686
O 3.118 -0.324 -2.261
F 2.076 0.029 -4.339
S 5.760 -0.243 -3.754
O 6.023 -0.564 -2.364
O 6.384 0.975 -4.196
F 6.594 -1.400 -4.501
*
```



# 2
C45H95BeFN5O5 as an isolated structure. Source: the OMol25 dataset; level of theory: ωB97M-V with the def2-TZVPD basis set.

Properties
- E (eV) = -68993.984
- ΔE to the lowest compared entry with this formula, charge and spin (kJ/mol) = 201.6
- E_LUMO (eV) = -6.70
- frontier orbital gap (eV) = 2.54

ORCA input file:
```
! wB97M-V def2-TZVPD RIJCOSX def2/J DEFGRID3
* xyz 1 1
Be 0.566 1.089 -2.441
F 0.149 0.265 -0.136
C -3.638 -1.672 1.018
C -3.958 -0.398 1.869
C -4.347 -0.843 3.322
C -4.400 0.219 4.409
C -3.074 0.879 4.385
C -2.651 1.532 3.077
N -2.771 0.564 1.903
O -2.373 1.033 0.691
C -3.479 2.842 2.911
C -1.117 1.832 3.113
C -5.205 0.267 1.192
H -4.470 -1.958 0.374
H -3.386 -2.533 1.636
H -2.705 -1.539 0.470
H -5.371 -1.214 3.352
H -3.732 -1.722 3.516
H -4.834 -0.199 5.318
H -5.145 1.002 4.269
H -2.320 0.111 4.558
H -2.984 1.540 5.247
H -4.537 2.759 3.157
H -2.954 3.514 3.591
H -3.374 3.368 1.962
H -0.526 0.960 3.393
H -0.775 2.174 2.136
H -1.078 2.702 3.768
H -5.104 0.617 0.164
H -5.415 1.191 1.731
H -6.128 -0.298 1.319
H -1.571 0.533 0.518
C 0.153 -2.673 5.617
C 1.188 -3.168 4.514
C 0.508 -3.090 3.105
C 0.322 -1.634 2.541
C 1.733 -0.997 2.549
C 2.359 -0.974 3.965
N 2.304 -2.282 4.669
O 3.036 -2.334 5.902
C 3.849 -0.716 3.750
C 1.770 0.160 4.854
C 1.627 -4.621 4.831
H 0.583 -2.459 6.596
H -0.571 -3.477 5.750
H -0.408 -1.758 5.426
H 1.111 -3.628 2.374
H -0.439 -3.615 3.226
H -0.392 -1.151 3.207
H -0.266 -1.691 1.625
H 1.544 0.053 2.327
H 2.437 -1.436 1.843
H 4.032 0.005 2.953
H 4.408 -0.396 4.630
H 4.368 -1.576 3.327
H 1.781 1.088 4.282
H 0.710 0.027 5.070
H 2.264 0.393 5.797
H 0.822 -5.319 4.602
H 1.950 -4.843 5.848
H 2.417 -4.973 4.166
H 3.788 -2.859 5.618
C -0.455 4.011 -0.226
C 1.032 4.356 -0.055
C 1.420 4.024 1.391
C 2.950 3.865 1.523
C 3.552 2.832 0.589
C 3.173 3.146 -0.891
N 1.711 3.411 -0.957
O 1.306 3.598 -2.307
C 4.044 4.367 -1.348
C 3.498 1.874 -1.747
C 1.196 5.852 -0.302
H -1.119 4.321 0.580
H -0.590 2.936 -0.344
H -0.831 4.306 -1.206
H 0.948 4.649 2.149
H 1.061 2.995 1.420
H 3.069 3.391 2.498
H 3.408 4.829 1.302
H 3.056 1.894 0.835
H 4.622 2.653 0.692
H 3.851 4.825 -2.318
H 4.163 5.200 -0.656
H 5.073 4.020 -1.261
H 2.890 0.990 -1.553
H 3.541 2.030 -2.825
H 4.473 1.471 -1.474
H 2.221 6.187 -0.460
H 0.838 6.550 0.455
H 0.654 6.069 -1.222
H 1.693 4.451 -2.517
C 4.206 -2.147 -1.052
C 3.698 -2.390 -2.494
C 4.398 -3.588 -3.151
C 3.824 -5.004 -2.913
C 2.329 -4.875 -2.957
C 1.640 -3.875 -2.056
N 2.251 -2.614 -2.462
O 1.589 -1.557 -1.901
C 0.213 -3.828 -2.466
C 1.889 -4.260 -0.555
C 3.968 -1.108 -3.453
H 4.250 -3.023 -0.406
H 3.485 -1.549 -0.494
H 5.244 -1.855 -0.890
H 4.708 -3.409 -4.181
H 5.387 -3.585 -2.693
H 4.127 -5.448 -1.965
H 4.173 -5.649 -3.720
H 1.930 -5.868 -2.752
H 2.063 -4.622 -3.984
H 0.031 -3.507 -3.491
H -0.139 -4.852 -2.341
H -0.363 -3.207 -1.781
H 2.893 -4.496 -0.203
H 1.585 -3.471 0.132
H 1.247 -5.103 -0.299
H 3.212 -0.353 -3.240
H 3.887 -1.347 -4.514
H 5.000 -0.805 -3.277
H 1.745 -1.653 -0.958
C -4.363 -0.145 -2.634
C -3.010 -0.296 -3.428
C -3.252 -0.946 -4.841
C -4.055 -0.066 -5.832
C -3.356 1.298 -5.931
C -3.028 2.056 -4.614
N -2.478 1.114 -3.541
O -2.055 1.696 -2.364
C -1.862 3.049 -4.939
C -4.321 2.825 -4.163
C -2.069 -1.164 -2.622
H -4.890 -1.100 -2.651
H -5.088 0.586 -2.990
H -4.164 0.059 -1.582
H -2.389 -1.302 -5.404
H -3.960 -1.774 -4.803
H -5.102 -0.071 -5.529
H -4.109 -0.508 -6.827
H -4.095 1.903 -6.456
H -2.476 1.282 -6.574
H -2.098 3.738 -5.750
H -1.687 3.719 -4.097
H -0.858 2.672 -5.137
H -5.200 2.183 -4.236
H -4.310 3.202 -3.141
H -4.583 3.700 -4.759
H -2.494 -2.153 -2.447
H -1.818 -0.674 -1.681
H -1.178 -1.418 -3.197
H -2.848 1.801 -1.832
*
```